(1)
{"formula": "C25H27FeN4OP2S2", "method": "ωB97M-V with the def2-TZVPD basis set", "total_energy_ha": -4005.76542, "total_charge": 1, "gap_ha": 0.25946, "de_lowest_kcal_mol": 28.2, "symbols": ["Fe", "N", "C", "C", "C", "C", "C", "C", "N", "C", "C", "C", "S", "C", "N", "H", "H", "H", "H", "H", "H", "H", "C", "P", "C", "C", "C", "C", "C", "C", "C", "P", "C", "C", "H", "H", "H", "H", "H", "H", "H", "H", "H", "H", "H", "H", "H", "H", "H", "H", "O", "N", "C", "C", "C", "C", "C", "S", "H", "H", "H", "H"], "xyz": [[-0.146, 0.736, 0.415], [-2.741, -1.618, 2.429], [-3.241, -2.045, 1.203], [-4.198, -2.996, 0.860], [-4.428, -3.175, -0.489], [-3.739, -2.432, -1.466], [-2.795, -1.489, -1.120], [-2.549, -1.311, 0.240], [-1.667, -0.456, 0.883], [-1.807, -0.675, 2.157], [-0.939, 0.053, 3.065], [-1.021, 0.263, 4.400], [0.219, 1.327, 4.885], [0.762, 1.436, 3.279], [0.098, 0.707, 2.429], [-3.024, -1.941, 3.338], [-4.737, -3.567, 1.605], [-5.163, -3.904, -0.804], [-3.964, -2.606, -2.510], [-2.260, -0.896, -1.851], [-1.753, -0.108, 5.100], [1.603, 2.055, 2.999], [0.672, -2.882, -0.207], [1.216, -1.381, 0.675], [1.426, -2.019, 2.372], [2.958, -1.125, 0.185], [3.963, -2.041, 0.496], [5.271, -1.809, 0.104], [5.588, -0.657, -0.605], [4.598, 0.262, -0.912], [3.284, 0.043, -0.505], [1.901, 1.157, -0.902], [1.669, 0.608, -2.631], [2.643, 2.812, -1.120], [1.398, -3.693, -0.127], [0.503, -2.654, -1.259], [-0.279, -3.206, 0.223], [1.951, -2.974, 2.355], [0.455, -2.174, 2.842], [1.992, -1.306, 2.971], [3.732, -2.947, 1.044], [6.044, -2.525, 0.350], [6.608, -0.477, -0.918], [4.854, 1.159, -1.465], [2.620, 0.713, -3.154], [0.896, 1.191, -3.123], [1.374, -0.442, -2.646], [1.846, 3.550, -1.046], [3.357, 3.001, -0.317], [3.147, 2.931, -2.081], [-0.701, 1.297, -1.472], [-1.565, 2.301, -1.621], [-1.922, 2.603, -2.892], [-2.760, 3.646, -3.156], [-3.243, 4.404, -2.084], [-2.865, 4.081, -0.809], [-1.999, 3.000, -0.560], [-1.492, 2.494, 0.984], [-1.492, 1.957, -3.641], [-3.029, 3.864, -4.179], [-3.910, 5.238, -2.260], [-3.217, 4.641, 0.045]], "lowdin_charge": [0.040, 0.203, -0.169, -0.006, -0.070, -0.067, 0.002, -0.196, 0.053, -0.289, -0.350, -0.303, 1.099, -0.428, -0.145, 0.171, 0.116, 0.109, 0.108, 0.110, 0.090, 0.103, -0.226, 0.924, -0.227, -0.368, -0.082, -0.063, -0.060, -0.076, -0.380, 0.893, -0.221, -0.243, 0.050, 0.044, 0.044, 0.048, 0.040, 0.054, 0.101, 0.111, 0.112, 0.107, 0.055, 0.029, 0.048, 0.040, 0.048, 0.047, -0.324, -0.177, -0.015, -0.049, -0.057, -0.072, -0.619, 0.808, 0.135, 0.113, 0.116, 0.112]}

(2)
{"formula": "C6H16N2", "method": "ωB97M-V with the def2-TZVPD basis set", "total_energy_ha": -347.35996, "total_charge": 1, "gap_ha": [0.36813, 0.17848], "de_lowest_kcal_mol": 35.4, "multiplicity": 2, "s2": 0.755, "symbols": ["C", "N", "C", "C", "C", "N", "C", "C", "H", "H", "H", "H", "H", "H", "H", "H", "H", "H", "H", "H", "H", "H", "H", "H"], "xyz": [[-0.113, 1.351, -0.493], [0.959, 1.370, 0.544], [2.104, 2.128, 0.007], [0.473, 1.743, 1.877], [-0.988, 0.102, -0.520], [-0.218, -1.148, -0.796], [-0.735, -2.308, 0.035], [-1.269, -3.320, -0.947], [0.337, 1.394, -1.479], [-0.815, 2.174, -0.314], [1.717, 2.964, -0.577], [2.683, 1.476, -0.640], [2.705, 2.512, 0.827], [-0.603, 1.883, 1.825], [0.861, 2.735, 2.124], [0.821, 0.960, 2.557], [-1.576, 0.060, 0.400], [-1.666, 0.164, -1.375], [0.773, -0.943, -0.690], [-1.466, -1.982, 0.773], [0.148, -2.544, 0.642], [-2.092, -2.844, -1.471], [-1.531, -4.333, -0.628], [-0.509, -3.591, -1.682]], "mulliken_spin": [0.010, 0.754, 0.008, 0.008, 0.025, 0.060, 0.005, 0.000, -0.008, 0.039, 0.033, 0.019, 0.002, 0.001, 0.027, 0.028, 0.000, 0.000, -0.008, -0.001, -0.001, -0.001, 0.000, 0.001]}

(3)
{"formula": "C27H50BN5O8P", "method": "ωB97M-V with the def2-TZVPD basis set", "total_energy_ha": -2300.29972, "total_charge": 1, "gap_ha": 0.22297, "de_lowest_kcal_mol": 0.0, "symbols": ["C", "C", "C", "C", "N", "C", "C", "C", "C", "N", "C", "C", "O", "C", "C", "C", "C", "C", "N", "C", "C", "O", "C", "P", "N", "C", "C", "O", "O", "B", "O", "O", "C", "H", "H", "H", "H", "H", "H", "H", "H", "H", "H", "H", "H", "H", "H", "H", "H", "H", "H", "H", "H", "H", "H", "H", "H", "H", "H", "H", "H", "H", "H", "H", "H", "H", "H", "H", "C", "O", "C", "C", "N", "C", "C", "O", "C", "H", "H", "H", "H", "H", "H", "H", "H", "H", "H", "H", "H", "H", "H", "H"], "xyz": [[2.904, -2.724, 2.660], [2.108, -1.803, 1.987], [2.589, -0.871, 0.874], [2.195, 0.526, 0.898], [2.609, 1.457, -0.042], [2.142, 2.858, 0.106], [0.613, 3.006, 0.427], [-0.341, 2.970, -0.841], [-1.230, 1.642, -0.814], [-2.612, 1.994, -1.299], [-3.401, 0.758, -1.057], [-4.914, 0.872, -0.637], [-2.907, -0.343, -1.140], [3.449, 1.068, -1.075], [3.998, 2.067, -2.143], [3.341, 1.916, -3.581], [2.015, 1.064, -3.627], [1.317, 1.373, -5.026], [1.885, 0.557, -6.130], [1.098, -0.672, -6.344], [1.785, -2.091, -6.328], [-0.088, -0.653, -6.580], [3.876, -0.348, -1.216], [4.967, -0.924, -2.625], [6.421, -0.291, -2.616], [3.437, -1.332, -0.226], [3.827, -2.831, -0.290], [4.958, -3.187, -0.191], [2.784, -3.743, -0.462], [2.629, -4.091, -1.851], [2.682, -5.466, -2.152], [2.411, -3.097, -2.829], [1.025, -2.656, -2.715], [2.650, -3.816, 2.564], [3.751, -2.483, 3.347], [1.027, -1.746, 2.294], [1.546, 0.835, 1.753], [2.705, 3.290, 0.983], [2.372, 3.519, -0.758], [0.488, 4.026, 0.891], [0.215, 2.282, 1.177], [-1.084, 3.805, -0.702], [0.219, 3.090, -1.800], [-1.361, 1.239, 0.219], [-0.715, 0.893, -1.469], [-2.541, 2.134, -2.315], [-5.546, 0.620, -1.521], [-5.055, 0.149, 0.209], [-5.078, 1.920, -0.278], [3.980, 3.132, -1.816], [5.087, 1.802, -2.262], [4.086, 1.371, -4.228], [3.205, 2.912, -4.084], [1.293, 1.378, -2.831], [2.227, -0.036, -3.645], [1.394, 2.461, -5.305], [0.216, 1.175, -4.890], [1.693, 1.099, -6.984], [2.012, -2.414, -5.283], [2.738, -2.008, -6.912], [1.149, -2.837, -6.868], [4.227, -0.642, -3.823], [5.108, -2.336, -2.527], [6.519, 0.352, -1.820], [1.978, -5.855, -1.596], [0.960, -1.611, -3.110], [0.413, -3.295, -3.405], [0.632, -2.725, -1.669], [-5.438, -2.291, 4.193], [-5.749, -0.912, 4.081], [-6.324, -0.368, 5.270], [-5.377, 0.644, 5.899], [-4.204, -0.016, 6.468], [-3.151, 0.910, 6.880], [-2.457, 1.717, 5.777], [-1.686, 0.923, 4.883], [-2.411, 0.392, 3.787], [-5.116, -2.644, 3.213], [-4.623, -2.453, 4.904], [-6.317, -2.868, 4.496], [-6.607, -1.147, 5.984], [-7.238, 0.152, 4.968], [-5.903, 1.186, 6.689], [-5.090, 1.360, 5.119], [-3.818, -0.652, 5.779], [-2.386, 0.311, 7.384], [-3.553, 1.598, 7.629], [-1.746, 2.388, 6.268], [-3.152, 2.364, 5.230], [-3.228, 1.046, 3.470], [-2.791, -0.602, 4.033], [-1.719, 0.276, 2.949]], "lowdin_charge": [0.055, -0.104, -0.084, 0.069, 0.011, -0.109, -0.161, -0.152, -0.219, 0.017, -0.457, 0.002, 0.062, -0.104, -0.118, -0.174, -0.182, -0.214, 0.017, -0.450, 0.005, 0.085, -0.134, 0.804, -0.284, 0.004, -0.434, 0.194, 0.167, -0.683, 0.191, -0.018, -0.033, 0.095, 0.093, 0.126, 0.153, 0.151, 0.124, 0.129, 0.090, 0.117, 0.099, 0.110, 0.104, 0.129, 0.090, 0.088, 0.079, 0.110, 0.096, 0.100, 0.122, 0.088, 0.069, 0.126, 0.113, 0.127, 0.056, 0.087, 0.094, 0.017, 0.035, -0.024, 0.128, 0.081, 0.118, 0.110, -0.114, -0.205, -0.208, -0.210, -0.052, -0.196, -0.220, -0.187, -0.104, 0.086, 0.079, 0.090, 0.124, 0.122, 0.125, 0.103, 0.067, 0.119, 0.121, 0.120, 0.110, 0.090, 0.074, 0.068]}